Entry w
Below is 2 unconnected molecules or ions with the total composition C14H17N3, with properties calculated with ωB97M-V/def2-TZVPD.

SMILES: Cc1c[nH]c2ccccc12.CCc1c[nH]cn1
Orbital gap: 8.6 eV
E_LUMO: 0.82 eV
HOMO: -7.829 eV

Positions of all 34 atoms, in Å:
C (-3.18973, 0.96070, -1.15338)
C (-1.77507, 1.04544, -0.66096)
C (-1.46459, 1.65542, 0.57480)
N (-0.02801, 1.83983, 0.60488)
C (0.49741, 1.42591, -0.62754)
C (1.87689, 1.54009, -1.11116)
C (2.12053, 1.19429, -2.44682)
C (0.97905, 0.75002, -3.26173)
C (-0.28795, 0.62335, -2.85982)
C (-0.55762, 0.98350, -1.49390)
H (-3.39667, 1.43545, -2.11575)
H (-3.93806, 1.28794, -0.46171)
H (-3.36253, -0.19193, -1.29714)
H (-2.05240, 2.00352, 1.37955)
H (0.51910, 2.25761, 1.34544)
H (2.67948, 1.91176, -0.43687)
H (3.04022, 1.37082, -3.02169)
H (1.15125, 0.57925, -4.30386)
H (-1.01686, 0.07108, -3.45524)
C (-1.17842, -2.51132, 2.56316)
C (-0.73253, -1.09826, 2.27255)
C (0.62646, -1.07333, 1.73801)
C (1.03476, -1.18910, 0.43413)
N (2.39826, -1.29790, 0.32916)
C (2.88305, -1.20325, 1.61428)
N (1.85509, -1.09624, 2.50113)
H (-1.02009, -3.05649, 1.65987)
H (-2.24124, -2.62239, 2.87855)
H (-0.44061, -2.90548, 3.36891)
H (-1.47557, -0.64070, 1.50456)
H (-0.67413, -0.35923, 3.08107)
H (0.51126, -1.31325, -0.58491)
H (2.77544, -1.20611, -0.55520)
H (3.88382, -1.17099, 1.99760)

Atomic partial charges in e from the natural (NBO) method, atoms 1 to 4:
1 C -0.63
2 C -0.08
3 C -0.03
4 N -0.55

Entry x
Below is 2 unconnected molecules or ions with the total composition C14H17N3, with properties calculated with ωB97M-V/def2-TZVPD.

SMILES: Cc1c[nH]c2ccccc12.CCc1c[nH]cn1
Orbital gap: 8.6 eV
E_LUMO: 0.87 eV
HOMO: -7.738 eV

Positions of all 34 atoms, in Å:
C (4.84513, 1.35605, -0.95005)
C (4.14526, 2.10560, 0.12297)
C (4.70315, 3.05544, 0.94101)
N (3.76869, 3.31362, 1.94399)
C (2.59680, 2.67107, 1.68283)
C (1.32436, 2.65856, 2.30310)
C (0.37855, 1.84083, 1.75013)
C (0.59801, 0.98667, 0.62808)
C (1.78316, 1.07689, -0.05356)
C (2.74947, 1.94345, 0.47324)
H (4.82699, 0.29166, -0.66830)
H (5.84605, 1.69542, -1.20428)
H (4.25309, 1.36257, -1.87929)
H (5.62613, 3.55671, 0.72625)
H (3.97728, 3.75415, 2.82117)
H (1.14803, 3.30568, 3.15712)
H (-0.56587, 1.71122, 2.24058)
H (-0.04285, 0.17256, 0.32501)
H (1.97524, 0.62339, -1.02007)
C (-3.88888, -3.06062, -3.03309)
C (-4.33425, -2.06834, -1.96834)
C (-3.64133, -2.19449, -0.66469)
C (-4.21227, -2.42596, 0.58043)
N (-3.11440, -2.52220, 1.43328)
C (-2.00930, -2.24278, 0.71662)
N (-2.28496, -2.15319, -0.56463)
H (-4.75636, -3.47372, -3.55178)
H (-3.23058, -3.84157, -2.65459)
H (-3.41664, -2.64787, -3.93263)
H (-4.22588, -1.03484, -2.34370)
H (-5.40895, -2.12111, -1.73206)
H (-5.19169, -2.71174, 0.91725)
H (-3.22100, -2.82000, 2.38103)
H (-1.00017, -2.16311, 1.07698)

Atomic partial charges in e from the natural (NBO) method, atoms 1 to 4:
1 C -0.63
2 C -0.06
3 C -0.06
4 N -0.53

The calculated energies rank the structures as follows, beginning with the most stable: entry x, entry w.

Entry w
Below is 2 unconnected molecules or ions with the total composition C9H19NO, with properties calculated with ωB97M-V/def2-TZVPD.

SMILES: COC(C)(C)C.C1=CCNC1
Orbital gap: 9.6 eV
E_LUMO: 0.80 eV
HOMO: -8.782 eV

Positions of all 30 atoms, in Å:
C (1.23569, -2.50532, 0.33561)
O (0.91350, -1.52931, 1.29540)
C (-0.46844, -1.19795, 1.44340)
C (-1.28373, -2.41267, 1.89622)
C (-0.46720, -0.13279, 2.53839)
C (-1.04197, -0.61692, 0.14736)
H (0.78074, -3.48335, 0.55826)
H (2.32648, -2.61853, 0.36863)
H (0.95334, -2.20435, -0.69001)
H (-0.81695, -2.86528, 2.77360)
H (-1.35733, -3.17270, 1.11494)
H (-2.29968, -2.11371, 2.15158)
H (-0.02941, -0.54168, 3.45202)
H (-1.48318, 0.21486, 2.75052)
H (0.14283, 0.71956, 2.23086)
H (-1.11288, -1.36889, -0.63115)
H (-0.42066, 0.15294, -0.21154)
H (-2.04902, -0.23222, 0.32083)
C (-0.33519, 1.97210, -0.55875)
C (0.99831, 1.87472, -0.63197)
C (1.42971, 1.85388, -2.07758)
N (0.18868, 1.68083, -2.85161)
C (-0.92336, 2.02124, -1.94979)
H (-0.92288, 2.05741, 0.34868)
H (1.68802, 1.86506, 0.21112)
H (1.92381, 2.80616, -2.34620)
H (2.14407, 1.05681, -2.31467)
H (0.10935, 0.69289, -3.08526)
H (-1.77017, 1.33258, -2.09257)
H (-1.29810, 3.03341, -2.16894)

Atomic partial charges in e from the natural (NBO) method, atoms 1 to 4:
1 C -0.25
2 O -0.55
3 C 0.26
4 C -0.64

Entry x
Below is C9H19NO in the gas phase, with properties calculated with ωB97M-V/def2-TZVPD.

SMILES: C=CCOCCN(CC)CC
Orbital gap: 8.9 eV
E_LUMO: 1.04 eV
HOMO: -7.868 eV

Positions of all 30 atoms, in Å:
C (-1.67429, -2.92942, 0.48440)
C (-2.19280, -1.74731, 0.75852)
C (-1.76695, -0.90177, 1.92695)
O (-0.84949, 0.12523, 1.61028)
C (-1.32204, 1.14439, 0.75383)
C (-0.98352, 0.93459, -0.74010)
N (0.40265, 0.75755, -1.09864)
C (1.28279, 1.86652, -0.77779)
C (1.99230, 1.81843, 0.58265)
C (0.94549, -0.56405, -0.83983)
C (2.13902, -0.86037, -1.74401)
H (-1.99182, -3.50995, -0.36575)
H (-0.90754, -3.36576, 1.10304)
H (-2.96236, -1.32508, 0.12514)
H (-1.23933, -1.51710, 2.66047)
H (-2.66021, -0.46261, 2.40202)
H (-2.40984, 1.26102, 0.85747)
H (-0.85045, 2.06929, 1.10130)
H (-1.35682, 1.81755, -1.27324)
H (-1.52561, 0.06289, -1.11456)
H (2.04339, 1.92336, -1.56529)
H (0.68433, 2.77887, -0.84129)
H (1.30222, 1.55126, 1.37736)
H (2.42158, 2.79367, 0.80121)
H (2.79758, 1.08819, 0.57424)
H (1.23098, -0.70543, 0.21211)
H (0.15551, -1.28623, -1.06246)
H (2.99932, -0.25234, -1.47900)
H (1.87754, -0.65835, -2.77943)
H (2.41841, -1.90703, -1.64960)

Atomic partial charges in e from the natural (NBO) method, atoms 1 to 4:
1 C -0.37
2 C -0.22
3 C -0.10
4 O -0.54

The calculated energies rank the structures as follows, beginning with the most stable: entry x, entry w.

Entry w
Below is a gas-phase ion, C4H7N2S (charge +1), with properties calculated with ωB97M-V/def2-TZVPD.

Orbital gap (spin up / spin down): 5.8 / 5.8 eV
E_LUMO (spin up / spin down): -7.50 / -7.49 eV
Net charge: +1
HOMO (spin up / spin down): -13.290 / -13.291 eV

Positions of all 14 atoms, in Å:
C (0.04197, -0.07336, 0.17210)
C (-1.50504, -0.05248, 0.21430)
C (2.17876, -0.87648, 0.75472)
C (0.74091, 0.67337, -0.73992)
N (0.79630, -0.87984, 0.89390)
N (-2.03488, 0.91410, -0.63288)
S (2.78694, 0.39763, -0.43053)
H (-1.96391, -1.06343, -0.08041)
H (-1.77842, 0.03223, 1.21574)
H (2.70720, -0.70190, 1.76262)
H (2.25656, -1.90506, 0.36223)
H (0.49236, 1.38363, -1.42784)
H (-1.70299, 0.92558, -1.51789)
H (-3.01574, 1.22600, -0.54615)

Atomic partial charges in e from the natural (NBO) method, atoms 1 to 4:
1 C 0.06
2 C -0.24
3 C -0.44
4 C 0.06

Entry x
Below is a gas-phase ion, C4H7N2S (charge +1), with properties calculated with ωB97M-V/def2-TZVPD.

Orbital gap (spin up / spin down): 7.5 / 7.5 eV
E_LUMO (spin up / spin down): -5.54 / -5.54 eV
Net charge: +1
HOMO (spin up / spin down): -13.063 / -13.064 eV

Positions of all 14 atoms, in Å:
C (-1.88007, 0.55927, -0.28830)
C (-1.12809, -0.58311, -0.15787)
C (0.04308, 1.74262, -0.48588)
C (1.38910, -1.14337, 0.02491)
N (-1.22047, 1.73887, -0.48843)
N (0.14994, -0.46186, -0.32713)
S (2.22007, -0.60316, 1.53357)
H (-2.94063, 0.48155, -0.21286)
H (-1.79020, -1.51210, 0.09863)
H (1.09748, 2.16085, -0.52394)
H (1.23348, -2.16563, 0.29244)
H (1.94762, -0.96181, -0.86004)
H (-1.75020, 2.65765, -0.63646)
H (2.62889, -1.90976, 2.03134)

Atomic partial charges in e from the natural (NBO) method, atoms 1 to 4:
1 C -0.16
2 C 0.06
3 C 0.29
4 C -0.37

The calculated energies rank the structures as follows, beginning with the most stable: entry w, entry x.

Entry w
Below is a gas-phase ion, C4H7N2S (charge +1), with properties calculated with ωB97M-V/def2-TZVPD.

SMILES: C#[N+]C(=S)NCC
Orbital gap (spin up / spin down): 5.7 / 5.7 eV
E_LUMO (spin up / spin down): -6.91 / -6.92 eV
Net charge: +1
HOMO (spin up / spin down): -12.617 / -12.595 eV

Positions of all 14 atoms, in Å:
C (-0.88150, 2.47344, 0.81820)
N (-0.79673, 1.30300, 0.91533)
C (-0.62224, 0.05979, 1.36377)
S (-0.87009, -0.46937, 3.41535)
N (-0.41067, -0.96521, 0.56038)
C (-0.04867, -0.81374, -0.80538)
C (1.32666, -0.43372, -1.24264)
H (-0.96843, 3.50280, 0.62507)
H (-0.42873, -1.83664, 0.99194)
H (-0.73705, -0.08957, -1.14955)
H (-0.42130, -1.79372, -1.38919)
H (1.92672, -1.16219, -1.01100)
H (1.32433, -0.32872, -2.31725)
H (1.60771, 0.55384, -0.77503)

Atomic partial charges in e from the natural (NBO) method, atoms 1 to 4:
1 C 0.52
2 N -0.28
3 C 0.33
4 S -0.14

Entry x
Below is 2 unconnected molecules or ions with the total composition C4H7N2S, with properties calculated with ωB97M-V/def2-TZVPD.

Orbital gap (spin up / spin down): 7.2 / 7.0 eV
E_LUMO (spin up / spin down): -5.79 / -6.07 eV
Net charge: +1
HOMO (spin up / spin down): -13.025 / -13.078 eV

Positions of all 14 atoms, in Å:
C (-0.31638, 0.45898, 1.76401)
C (1.35646, 0.92869, 0.40577)
C (0.17370, 0.52346, -0.41126)
C (0.23837, -0.50575, -1.53826)
N (-0.85286, 0.15139, 0.62516)
N (0.90439, 0.86477, 1.66355)
S (1.74294, 3.72938, 0.05532)
H (-0.72648, 0.51162, 2.68656)
H (0.02315, 1.46715, -0.89426)
H (-0.09519, -1.51332, -1.26214)
H (1.25835, -0.65555, -2.12825)
H (-0.49492, -0.16250, -2.26590)
H (-1.78145, -0.14646, 0.33415)
H (1.46494, 1.06170, 2.53643)

Atomic partial charges in e from the natural (NBO) method, atoms 1 to 4:
1 C 0.40
2 C 0.28
3 C -0.25
4 C -0.63

The calculated energies rank the structures as follows, beginning with the most stable: entry w, entry x.